152
Properties=species:S:1:pos:R:3:forces:R:3:mulliken_charge:R:1 method="wB97M-V/def2-TZVPD" e_lumo_ev=-5.76 relative_energy_ev=9.630 e_homo_ev=-9.8 gap_ev=4.0 charge=+1
Pb 4.32062 -0.95117 -3.54809 0.285 -0.048 0.027 1.33
C 2.75574 1.96427 1.19478 -1.152 1.436 -0.572 0.66
F 2.83553 2.37186 2.47172 0.597 -1.143 -1.083 -0.20
F 1.69688 2.70098 0.69310 1.983 -1.314 0.100 -0.21
F 3.90347 2.28100 0.51301 -1.285 -0.203 0.798 -0.22
S 2.46776 0.04590 0.98244 0.340 -2.163 0.899 0.66
O 3.78872 -0.61524 1.03533 -1.738 1.587 -0.254 -0.54
O 1.50285 -0.27075 2.05895 2.011 0.771 -2.407 -0.50
N 1.92736 -0.24692 -0.68177 1.683 1.054 3.527 -0.23
S 0.36195 -0.05105 -0.65575 -3.149 2.450 -2.034 0.85
O -0.21003 0.93549 0.27985 1.065 -2.436 -1.283 -0.51
O -0.01823 0.19481 -2.06677 0.429 -1.288 1.721 -0.69
C -0.25259 -1.82496 -0.15432 0.602 0.800 -0.108 0.67
F -0.40920 -2.58002 -1.27453 -0.249 0.524 0.845 -0.22
F 0.63712 -2.44127 0.62617 -0.010 -0.026 -0.453 -0.26
F -1.36028 -1.69734 0.54639 -0.418 -0.307 -0.548 -0.20
C 0.14549 -3.72546 -6.00228 0.147 -0.307 0.906 -1.35
C 1.50248 -3.30681 -5.49491 3.157 -1.097 0.538 0.27
C 2.76075 -4.14472 -5.99009 -0.407 0.148 -0.101 -0.92
O 3.95890 -3.75352 -5.28436 0.449 -0.233 0.291 -0.08
C 5.09313 -4.66595 -5.45989 -0.437 0.817 0.477 -0.81
N 1.84836 -1.87020 -5.57312 -0.526 -0.462 0.144 -0.42
H -0.09323 -4.52406 -5.29989 -0.375 -0.591 -0.648 0.40
H 0.06514 -4.03416 -7.04456 -0.055 0.197 0.119 0.33
H -0.57247 -2.96642 -5.69162 -0.137 0.208 -0.562 0.42
H 1.50428 -3.52914 -4.42783 -0.098 0.114 0.222 0.12
H 2.95798 -4.04502 -7.05745 -0.148 0.476 -0.288 0.43
H 2.61332 -5.21883 -5.87762 -0.302 -0.083 0.459 0.44
H 5.97074 -4.18824 -5.02434 -0.075 0.402 -0.150 0.20
H 5.30021 -4.85997 -6.51230 -0.223 -0.121 0.012 0.34
H 5.00346 -5.57453 -4.86446 -0.570 -0.223 -0.313 0.32
H 0.96877 -1.51384 -5.22754 -0.033 1.128 0.354 0.27
H 1.80512 -1.65045 -6.55798 0.336 0.451 -0.403 0.22
C -3.90576 0.78191 8.90719 -0.208 -0.181 -1.276 -1.11
C -5.04451 0.97266 7.87610 0.630 1.393 0.125 0.36
C -4.72643 0.72456 6.39508 -0.720 0.836 1.895 -0.64
O -3.59168 1.47761 5.98178 -0.181 -2.254 0.213 -0.19
C -3.10040 0.93791 4.74771 0.088 2.367 -0.624 -0.77
N -6.22631 0.22621 8.25972 0.214 -0.525 0.134 -0.70
H -3.10246 1.50165 8.74975 -0.059 0.054 0.235 0.09
H -3.48286 -0.21274 8.76600 0.110 -0.174 0.110 0.30
H -4.32700 0.83250 9.91123 0.223 0.253 0.058 0.43
H -5.40100 2.00198 7.91481 0.440 0.422 0.168 0.14
H -5.65544 1.08400 5.95252 0.069 -0.153 -0.870 0.29
H -4.69242 -0.36232 6.31992 0.712 -0.196 -0.715 0.35
H -3.11354 -0.13600 4.56156 -0.135 0.000 0.603 0.32
H -2.11219 1.37077 4.59226 0.306 -0.468 0.298 0.21
H -3.67246 1.48341 3.99720 -0.334 -0.600 -0.611 0.34
H -6.07054 -0.73407 7.98827 -0.181 -0.506 -0.138 0.29
H -6.08464 0.19974 9.25940 -0.907 -0.219 0.413 0.28
C 9.14589 -1.27902 -1.13959 0.449 -0.625 0.568 -1.48
C 7.79398 -1.63133 -1.70720 -1.187 0.233 0.768 0.38
C 7.12435 -2.85257 -1.08379 0.297 0.233 0.470 -1.01
O 5.78516 -2.99635 -1.61965 1.020 0.431 -0.483 0.00
C 5.14618 -4.21760 -1.31147 -0.509 -0.687 0.278 -0.83
N 6.96231 -0.44233 -1.52499 -0.863 0.695 -0.575 -0.41
H 9.58588 -0.38600 -1.58348 0.439 -0.648 -1.080 0.44
H 9.73870 -2.19118 -1.07142 0.750 0.445 -0.356 0.36
H 9.12716 -0.85872 -0.13406 -0.824 -0.605 0.538 0.45
H 7.76019 -1.90159 -2.76262 0.671 0.386 -0.341 0.07
H 7.13376 -2.84362 0.00613 -0.593 0.526 0.259 0.45
H 7.82869 -3.66432 -1.26561 -0.528 -0.707 -0.722 0.43
H 4.79303 -4.26228 -0.28124 0.289 0.169 0.209 0.30
H 5.77035 -5.08676 -1.51905 0.267 0.064 0.023 0.35
H 4.24572 -4.33878 -1.91363 0.059 0.333 -0.267 0.22
H 6.76743 -0.31032 -0.54281 -0.768 -0.557 0.512 0.24
H 7.60960 0.32862 -1.60710 -0.101 0.580 -0.864 0.25
C -2.61173 -5.46486 2.82775 0.695 0.504 0.343 -1.53
C -2.40822 -6.90683 2.41544 -0.568 -1.449 -1.008 0.98
C -1.42587 -7.86798 3.13705 -0.122 0.774 0.949 -0.79
O -0.03554 -7.53708 3.11162 -0.531 0.467 -1.581 -0.33
C 0.54324 -7.61259 1.78348 -0.390 -0.970 1.035 -0.71
N -3.76031 -7.53788 2.40670 -0.031 1.046 0.616 -0.73
H -3.11102 -4.92646 2.02219 -0.179 -0.128 -0.148 0.39
H -1.64163 -4.97365 2.90339 0.086 0.028 0.275 0.34
H -3.19485 -5.26771 3.72731 0.148 -0.410 0.187 0.37
H -2.07861 -6.78681 1.38343 0.446 -0.329 -0.317 0.02
H -1.57128 -8.89984 2.81733 -0.072 -0.065 -0.644 0.37
H -1.68555 -7.91263 4.19472 -0.023 0.270 0.125 0.33
H 0.28149 -8.56560 1.32373 0.199 -0.589 0.234 0.35
H 1.61426 -7.58163 1.98363 -0.081 0.269 -0.497 0.25
H 0.17714 -6.93944 1.00828 0.138 0.927 0.554 0.24
H -4.34238 -6.79719 2.04246 -0.555 -0.221 0.078 0.25
H -3.98796 -8.37102 1.88310 0.843 -0.106 -0.210 0.21
C -7.72723 -2.15027 -4.26673 -0.064 -0.379 0.196 -1.42
C -7.51846 -0.68679 -4.55377 1.268 1.073 0.521 0.55
C -6.09451 -0.16927 -4.10816 -0.780 0.302 -0.563 -0.69
O -5.96839 -0.19656 -2.69027 -0.169 0.395 -0.244 -0.33
C -5.32793 0.93489 -2.10467 1.083 -0.742 0.665 -0.74
N -7.79618 -0.44914 -5.99123 0.387 -0.569 0.964 -0.74
H -7.10749 -2.75941 -4.92474 0.141 -0.034 0.066 0.35
H -8.76201 -2.44242 -4.44556 -0.154 0.076 -0.155 0.40
H -7.54444 -2.40757 -3.22343 0.269 0.125 -0.033 0.33
H -8.21751 -0.10132 -3.95656 -0.100 0.021 0.331 0.21
H -5.90894 0.83925 -4.47768 -0.581 0.455 0.053 0.39
H -5.29679 -0.69093 -4.63695 0.129 -0.835 0.314 0.29
H -4.44259 1.24148 -2.66168 -0.166 0.215 -0.436 0.32
H -4.89416 0.60571 -1.16044 -0.111 -0.363 0.105 0.25
H -5.91302 1.80079 -1.79486 -0.692 -0.049 -0.749 0.29
H -7.94351 0.53701 -6.15217 -0.087 0.161 -0.046 0.27
H -8.69718 -0.90429 -6.02509 -0.348 0.147 -0.976 0.27
C -6.07130 8.92857 -1.00957 -0.879 -1.560 -0.334 -1.38
C -6.04797 7.52313 -0.35365 2.426 1.390 -0.328 0.54
C -4.54163 7.28180 -0.11960 0.235 -0.260 0.503 -0.91
O -4.29961 6.04492 0.51367 -0.503 -1.071 0.416 -0.27
C -3.05676 5.93350 1.16449 0.597 0.293 -0.493 -0.80
N -6.63913 7.59024 0.93708 -0.711 -0.197 0.953 -0.62
H -5.80019 9.71484 -0.30503 0.009 -0.069 -0.257 0.37
H -7.09541 8.99755 -1.37635 -0.066 0.815 0.041 0.38
H -5.44432 8.83265 -1.89602 0.177 0.605 0.000 0.34
H -6.42399 6.83889 -1.11425 -0.290 -0.518 0.254 0.27
H -4.18190 8.07389 0.53713 -0.111 0.334 0.237 0.39
H -3.91493 7.35374 -1.00851 -0.259 -0.074 -0.524 0.38
H -2.24574 6.04356 0.44461 0.231 0.530 -0.208 0.30
H -2.82029 4.95130 1.57371 -0.973 -0.190 0.100 0.28
H -2.95871 6.67649 1.95598 0.069 0.143 0.080 0.33
H -7.64499 7.67347 0.97467 0.004 0.003 -0.255 0.21
H -6.35454 6.84893 1.56123 0.044 -0.193 -0.185 0.20
C 7.98119 1.65473 -7.01780 -0.361 -0.067 0.820 -1.42
C 6.89901 1.38501 -5.89496 -0.126 1.492 -1.525 0.39
C 5.76912 2.42381 -5.80155 -0.114 1.607 0.046 -1.08
O 5.02882 2.21305 -4.61284 0.952 -2.181 0.600 -0.10
C 4.15723 3.20093 -4.10437 0.220 -0.407 -0.483 -0.74
N 6.29047 0.09131 -6.22371 0.094 -0.777 1.117 -0.41
H 8.70585 0.84050 -7.01799 -0.260 -0.442 0.006 0.42
H 8.66115 2.50018 -6.91312 -0.632 0.499 0.179 0.39
H 7.47747 1.66302 -7.98439 0.146 0.185 -0.069 0.38
H 7.34746 1.46244 -4.90451 0.122 -0.776 0.030 0.11
H 5.09250 2.57207 -6.64317 -0.241 -1.113 -0.554 0.44
H 6.15072 3.44483 -5.79853 0.791 0.139 0.524 0.44
H 3.85395 2.85104 -3.11761 -0.176 0.093 -0.083 0.20
H 3.32046 3.19318 -4.80285 -0.336 0.916 0.323 0.32
H 4.70585 4.13398 -3.97582 -0.369 0.291 -0.269 0.32
H 5.78780 0.16619 -7.09654 -0.459 0.362 -0.088 0.27
H 7.06238 -0.49737 -6.50250 0.137 -0.601 0.297 0.26
C 0.61314 5.24198 6.23101 0.022 -0.971 1.421 -1.44
C -0.07764 3.99329 6.93562 1.306 -0.620 -3.013 0.81
C 0.86881 2.98658 7.62131 0.355 2.228 0.978 -0.82
O 2.11088 2.88494 6.89725 -0.846 -0.698 -0.026 -0.33
C 2.54212 1.54682 6.82768 0.575 -0.833 0.429 -0.80
N -1.19051 4.36699 7.73891 -0.905 0.945 0.199 -0.74
H 1.06467 5.83960 7.02289 0.720 0.018 -0.247 0.37
H 0.00099 5.95624 5.68037 -0.854 -0.471 0.148 0.44
H 1.27875 4.81648 5.48000 0.535 0.330 0.464 0.32
H -0.25928 3.39538 6.04253 -1.277 -0.149 -0.437 -0.07
H 0.32742 2.06796 7.84746 0.210 -0.417 -0.694 0.40
H 1.03231 3.41407 8.61056 0.638 -0.007 0.346 0.35
H 1.89289 0.88553 6.25384 -0.510 0.108 0.113 0.33
H 2.70608 1.14457 7.82739 -0.467 -0.190 0.314 0.35
H 3.52362 1.36613 6.38939 0.147 1.058 -0.418 0.26
H -2.01456 3.78474 7.69378 0.290 -0.929 0.036 0.24
H -1.55977 5.19056 7.28562 0.012 0.545 0.321 0.31